(1)
Formula: C2H2OS
Source: OMol25
Level of theory: ωB97M-V with the def2-TZVPD basis set

Geometry as XYZ:
```
6
Properties=species:S:1:pos:R:3:forces:R:3:nbo_charge:R:1
C 1.3003 0.7015 -0.8384 -3.4 -1.9 3.0 -0.358
C 0.5165 0.0918 -0.1397 3.2 1.3 -2.8 0.299
O -0.2452 -0.6123 0.5588 3.7 -1.9 1.4 -0.684
S -1.8675 -0.2519 0.6398 -5.7 1.3 4.2 0.475
H 1.9572 0.9920 -1.5189 2.4 1.4 -2.4 0.217
H -2.1660 -0.4549 -0.5511 -0.3 -0.3 -3.5 0.050
```
Forces are in eV/Å.

Values from the calculation:
strongest force on any atom	7.14	eV/Å
total charge	0
molecular weight	74.10	g mol⁻¹
frontier orbital gap (spin up / spin down)	7.233 / 6.435	eV
spin multiplicity	3

---

(2)
Formula: C29H29GaN2O3S2
Source: OMol25
Level of theory: ωB97M-V with the def2-TZVPD basis set

Geometry as XYZ:
```
66
Properties=species:S:1:pos:R:3:forces:R:3:nbo_charge:R:1
C 2.3862 0.0748 0.7137 0.0 -0.6 -0.6 -0.252
C 2.5993 -0.5525 -0.5121 0.3 0.8 0.7 -0.272
C 2.3427 0.3935 -1.5510 -0.2 1.2 0.5 -0.264
H 2.9589 -1.5680 -0.6756 -0.1 0.3 0.2 0.217
C 1.8561 1.5797 -0.9703 1.4 -0.6 -0.9 -0.321
C 1.8684 1.4070 0.4650 -1.7 -0.3 -0.2 -0.532
H 1.6673 2.5212 -1.4816 -0.1 -0.2 0.1 0.210
C -0.6075 -1.8686 1.2422 0.6 -0.9 -0.2 -0.265
C 0.1557 -2.8717 0.6194 -0.7 0.5 0.7 -0.312
C -0.2041 -2.9320 -0.7528 -0.7 1.1 0.0 -0.288
H 0.9144 -3.4892 1.0847 -0.2 0.0 0.1 0.208
C -1.1129 -1.8938 -1.0181 0.1 -0.9 0.6 -0.021
C -1.4240 -1.2384 0.2436 0.6 1.4 -0.6 -0.512
H 2.5828 0.2385 -2.5980 -0.4 0.0 0.2 0.199
H 1.8785 2.2203 1.1822 0.3 0.0 -0.1 0.249
H 2.6417 -0.3248 1.6863 -0.3 0.0 -0.2 0.243
H -2.3036 -0.6055 0.4304 0.2 -0.7 -0.1 0.232
H 0.1324 -3.6631 -1.4858 0.2 0.3 0.2 0.204
H -0.6338 -1.6502 2.3038 0.1 0.0 -0.1 0.208
Ga -0.4378 1.1441 0.5667 2.2 -2.5 0.7 1.519
C -1.4700 -1.4223 -2.4057 0.1 -0.2 0.5 -0.065
C -2.9594 -1.1055 -2.5212 -0.1 -0.2 -0.3 -0.611
C -1.1015 -2.4510 -3.4796 -0.1 -0.2 -0.2 -0.597
H -3.5071 -2.0193 -2.2593 0.0 0.2 0.0 0.230
H -3.2299 -0.8636 -3.5535 0.0 0.2 0.1 0.199
H -3.2915 -0.3084 -1.8515 0.0 0.0 0.0 0.202
H -1.6201 -3.4024 -3.3197 0.1 0.1 0.1 0.222
H -0.0202 -2.6470 -3.5217 -0.3 0.1 0.1 0.216
H -1.4086 -2.0817 -4.4679 0.1 0.0 0.1 0.197
C -0.4783 -0.2405 -2.6278 1.3 0.5 -0.5 -0.585
C -1.0224 1.1060 -2.3482 1.2 -0.2 2.8 0.847
H -0.0409 -0.2686 -3.6292 -0.6 0.1 0.2 0.261
H 0.3942 -0.4136 -1.9830 -0.6 0.1 -0.1 0.309
O -1.0731 1.5315 -1.1231 -1.5 0.1 -3.6 -0.797
N -1.5274 1.8903 -3.3040 -1.3 0.6 -0.6 -0.645
C -0.8323 2.5519 -4.4388 -0.3 -0.5 -0.5 -0.214
H -2.4404 2.2775 -3.0584 0.8 0.5 0.2 0.413
C 0.5178 1.9630 -4.7381 0.5 0.0 -0.6 -0.059
C 1.7121 2.5901 -4.3770 0.0 -0.3 0.2 -0.199
H 1.6768 3.5912 -3.9306 0.1 -0.5 -0.1 0.220
C 2.9301 1.9212 -4.5605 0.1 0.3 -0.2 -0.216
H 3.8602 2.4011 -4.2480 -0.3 -0.1 -0.1 0.226
C 2.9708 0.6381 -5.1112 -0.2 0.3 0.3 -0.154
H 3.9263 0.1159 -5.2064 -0.4 0.1 0.1 0.217
C 1.7781 0.0344 -5.5126 -0.1 0.3 -0.3 -0.219
H 1.7790 -0.9909 -5.8767 0.0 0.3 -0.2 0.221
C 0.5782 0.7450 -5.4305 0.2 -0.2 0.4 -0.218
H -0.3483 0.3135 -5.8205 0.3 0.0 0.2 0.219
H -0.7851 3.6305 -4.2448 0.1 -0.3 0.2 0.211
H -1.4517 2.4090 -5.3273 -0.1 0.1 0.0 0.209
O 1.7330 1.8832 4.4064 -0.6 -0.6 -0.2 -0.892
S 0.8840 0.8154 3.9440 0.1 -0.2 -0.7 2.289
O 1.4644 -0.4503 3.5538 -0.4 1.0 0.7 -0.889
N -0.1185 1.3550 2.6892 -1.1 0.5 1.0 -0.882
C -1.4195 1.4487 3.0341 2.5 -0.4 -1.9 0.147
S -2.3919 1.8323 1.6857 -0.6 0.4 0.5 -0.131
C -1.7049 0.8942 4.3268 -0.1 -1.4 1.7 -0.068
C -2.9171 0.3512 4.7735 0.2 0.5 -0.1 -0.162
C -2.9456 -0.4986 5.8792 0.5 0.0 0.2 -0.199
C -1.7493 -0.8267 6.5422 0.1 0.2 -0.2 -0.169
C -0.5100 -0.3500 6.0738 -0.3 0.5 0.1 -0.166
C -0.5145 0.5056 4.9756 -0.7 -0.7 0.6 -0.305
H -3.8117 0.5775 4.2047 -0.1 -0.1 0.1 0.235
H -3.8883 -0.9362 6.2242 0.4 0.2 -0.2 0.231
H -1.7685 -1.4839 7.4148 0.0 0.2 -0.3 0.228
H 0.4413 -0.6230 6.5472 -0.5 0.0 -0.2 0.243
```
Forces are in eV/Å.

Values from the calculation:
strongest force on any atom	3.94	eV/Å
total charge	0
molecular weight	587.42	g mol⁻¹
frontier orbital gap	5.306	eV

---

(3)
Formula: C7H9N2O
Source: OMol25
Level of theory: ωB97M-V with the def2-TZVPD basis set

Geometry as XYZ:
```
19
Properties=species:S:1:pos:R:3:forces:R:3:nbo_charge:R:1
C -0.2159 2.2051 0.0836 -2.4 2.4 0.0 -0.296
C 1.1006 1.9134 -0.0021 3.9 1.2 -0.6 -0.057
C -1.0666 1.2063 0.1630 -2.5 -2.4 0.5 0.115
C 1.6345 0.6555 -0.0289 -4.1 -2.6 0.6 -0.203
C 0.6020 -0.5653 0.0233 3.1 4.6 0.0 0.531
C 3.0238 0.3792 -0.0492 1.5 0.2 -0.6 0.403
C -1.6763 -1.1208 -0.1202 -2.7 -1.5 3.0 -0.429
N -0.6568 -0.1468 0.0954 -0.9 1.2 -0.4 -0.356
N 1.0845 -1.7833 -0.0445 -1.6 1.2 0.1 -0.733
O 3.5574 -0.7136 -0.0880 -0.6 0.0 0.1 -0.507
H -0.5990 3.2551 0.0403 0.5 -1.2 0.3 0.272
H 1.7166 2.8581 -0.0874 0.0 -1.6 0.2 0.259
H -2.1861 1.3126 0.3295 1.7 -0.1 -0.5 0.252
H 3.5906 1.3056 -0.1023 0.7 0.2 0.1 0.150
H -2.6109 -0.7706 -0.6251 1.3 0.0 0.1 0.260
H -1.2030 -1.9407 -0.6082 -0.4 -0.6 -0.8 0.209
H -2.0700 -1.5298 0.9261 0.9 0.7 -2.0 0.236
H 2.0893 -1.6810 -0.1241 1.0 -1.4 0.0 0.466
H 0.4499 -2.5670 -0.0393 0.8 -0.4 0.0 0.430
```
Forces are in eV/Å.

Values from the calculation:
SMILES string	Cn1cccc(C=O)c1=[NH2+]
strongest force on any atom	5.50	eV/Å
total charge	+1
molecular weight	137.16	g mol⁻¹
frontier orbital gap	8.915	eV

---

(4)
Formula: C3H9N5
Source: OMol25
Level of theory: ωB97M-V with the def2-TZVPD basis set

Geometry as XYZ:
```
17
Properties=species:S:1:pos:R:3:forces:R:3:nbo_charge:R:1
C 0.0719 0.6776 -0.0495 3.0 -0.5 0.4 0.219
C -1.1402 -1.4235 -0.3370 -0.4 0.0 -0.2 -0.433
N -0.7280 -0.2910 0.4738 -3.7 0.1 2.6 -0.357
N 1.6057 -0.4728 0.0542 -1.7 1.6 -1.6 -0.441
N 2.3451 -0.3233 1.1677 0.0 0.0 0.2 -0.662
N -0.0601 1.1904 -1.3294 0.1 -0.1 -0.5 -0.861
C -2.2441 0.6137 0.9942 2.7 -0.7 -1.9 0.279
N -2.8298 1.6146 0.9307 0.0 -0.7 0.4 -0.429
H 2.0593 0.0061 -0.7262 0.0 -0.1 0.1 0.333
H 0.3405 1.4457 0.6739 -0.1 -0.1 -0.1 0.197
H 2.8506 0.5426 1.3351 -0.2 -0.7 0.3 0.361
H 2.3502 -1.1422 1.7607 0.2 0.7 0.1 0.382
H -0.5322 0.5994 -1.9999 0.0 0.2 0.1 0.380
H -0.3478 2.1578 -1.3736 0.0 -0.1 0.0 0.397
H -1.8869 -1.9864 0.2174 0.0 0.1 0.0 0.223
H -0.2765 -2.0740 -0.4943 0.0 0.3 0.0 0.241
H -1.5776 -1.1348 -1.2980 0.0 -0.1 -0.1 0.170
```
Forces are in eV/Å.

Values from the calculation:
strongest force on any atom	4.53	eV/Å
total charge	0
molecular weight	115.14	g mol⁻¹
frontier orbital gap (spin up / spin down)	7.705 / 7.706	eV

---

(5)
Formula: C28H28AuNO2S2
Source: OMol25
Level of theory: ωB97M-V with the def2-TZVPD basis set

Geometry as XYZ:
```
62
Properties=species:S:1:pos:R:3:forces:R:3:nbo_charge:R:1
Au 0.5508 0.6825 -1.9456 -0.5 0.5 0.0 0.488
O 3.0336 -0.3236 -1.4518 -0.1 -0.1 -1.2 -0.991
S 3.6085 -0.2500 -0.1004 -0.6 0.0 1.5 1.281
C 2.5528 1.0560 0.7118 0.5 -0.2 -0.3 -0.601
C 2.4040 1.0223 2.2186 -0.2 -0.1 0.0 -0.418
C 1.1941 0.2111 2.6877 0.2 0.0 0.0 -0.429
C -0.1363 0.7957 2.2203 -0.4 -0.5 -0.3 -0.604
S -1.0960 -0.2792 1.0456 -0.1 0.3 1.2 1.289
O -0.1537 -0.6466 -0.0433 0.7 -0.2 -1.0 -1.028
C -1.1711 -1.8206 2.0221 -0.2 0.4 -0.2 -0.157
C -0.9876 -1.9086 3.3914 0.0 0.1 0.0 -0.242
C -1.0751 -3.1405 4.0186 0.0 0.0 0.1 -0.195
C -1.3783 -4.2744 3.2859 0.0 -0.1 0.0 -0.200
C -1.6000 -4.1797 1.9223 0.0 0.0 0.0 -0.211
C -1.4886 -2.9545 1.2887 -0.1 0.1 0.0 -0.218
C 2.9727 -1.7243 0.7550 0.4 0.3 -0.1 -0.288
C 3.5094 -2.1145 1.9723 0.0 0.0 0.0 -0.231
C 3.0098 -3.2468 2.5952 0.1 0.1 0.1 -0.209
C 2.0259 -4.0029 1.9773 -0.1 -0.1 0.1 -0.206
C 1.5329 -3.6339 0.7368 0.2 0.0 0.1 -0.224
C 2.0071 -2.4874 0.1241 0.1 0.1 -0.2 -0.128
H 1.5997 0.9498 0.1869 0.1 0.0 0.1 0.236
H 3.0172 1.9876 0.3818 0.0 -0.1 -0.1 0.237
H 2.2907 2.0444 2.5862 0.1 0.0 0.0 0.215
H 3.3073 0.6117 2.6729 0.0 0.1 0.1 0.216
H 1.2176 0.1750 3.7798 -0.1 -0.1 -0.1 0.216
H 1.2851 -0.8099 2.3167 0.0 0.0 0.2 0.236
H 0.0073 1.7192 1.6606 -0.2 0.1 -0.1 0.247
H -0.8275 1.0030 3.0347 -0.1 0.1 0.1 0.234
H -0.7742 -1.0320 3.9792 0.1 0.1 0.1 0.218
H -0.9119 -3.2135 5.0845 0.0 0.0 0.0 0.219
H -1.4518 -5.2328 3.7785 0.0 -0.1 0.0 0.219
H -1.8592 -5.0612 1.3539 0.0 0.0 -0.1 0.222
H -1.6376 -2.8711 0.2232 0.0 0.0 -0.2 0.234
H 4.3058 -1.5485 2.4356 0.1 0.1 0.0 0.218
H 3.3896 -3.5382 3.5643 0.1 -0.1 0.0 0.215
H 1.6526 -4.8928 2.4607 -0.1 -0.1 0.1 0.216
H 0.7784 -4.2347 0.2531 0.0 0.0 -0.1 0.217
H 1.6384 -2.1708 -0.8386 0.0 0.0 -0.1 0.242
N -2.0780 0.6773 -4.1748 0.1 -0.1 -0.3 -0.828
C -2.5845 1.2128 -3.0086 -0.2 0.1 0.1 0.277
C -3.6799 0.6338 -2.3698 0.1 -0.1 0.0 -0.298
C -4.2504 1.2356 -1.2648 0.0 0.0 0.0 -0.199
C -3.7624 2.4421 -0.7939 -0.1 0.1 0.2 -0.272
C -2.6802 3.0302 -1.4278 0.0 -0.1 0.0 -0.179
C -2.0668 2.4182 -2.5079 -0.1 0.0 0.1 -0.126
C -0.8793 3.0332 -3.1362 0.0 -0.1 0.1 -0.131
C -1.0137 4.2683 -3.7556 0.0 0.1 0.0 -0.160
C 0.0756 4.8682 -4.3598 0.1 0.2 -0.1 -0.243
C 1.3022 4.2270 -4.3402 0.0 0.2 0.0 -0.225
C 1.4307 3.0042 -3.7014 0.4 -0.2 0.0 -0.263
C 0.3566 2.3710 -3.0832 0.1 -0.2 0.1 -0.317
H -1.1814 1.0480 -4.4557 0.0 -0.2 0.0 0.403
H -2.1723 -0.3176 -4.3041 0.0 0.1 0.1 0.377
H -4.0938 -0.2832 -2.7656 0.0 -0.1 0.0 0.201
H -5.0959 0.7681 -0.7827 -0.1 -0.1 0.1 0.206
H -4.2276 2.9239 0.0523 0.0 0.1 0.1 0.205
H -2.2878 3.9765 -1.0800 0.1 0.0 0.1 0.210
H -1.9831 4.7516 -3.7537 0.0 0.0 -0.1 0.204
H -0.0307 5.8293 -4.8452 0.0 0.0 0.0 0.206
H 2.1619 4.6904 -4.8081 0.0 0.0 0.0 0.207
H 2.4014 2.5270 -3.6813 0.1 0.0 0.0 0.210
```
Forces are in eV/Å.

Values from the calculation:
strongest force on any atom	1.57	eV/Å
total charge	0
molecular weight	671.64	g mol⁻¹
frontier orbital gap	7.569	eV